1.
The following is a DFT calculation (ωB97M-V/def2-TZVPD) of a cluster of 14 separate species, C5H37NO14S in total in a non-equilibrium geometry.

## Properties
E_tot   -1718.874894 a.u.
Total charge   -2

Cartesian coordinates (Å):
C: -3.21 -0.52 -1.52
C: -3.54 0.73 -2.23
S: -4.34 2.02 -1.18
C: -2.06 -0.29 -0.63
N: -0.78 -0.46 -1.27
C: 0.51 -0.28 -0.59
C: 1.50 -1.36 -0.80
O: 1.96 -1.90 0.38
H: -3.14 -1.46 -2.14
H: -4.12 -1.08 -1.07
H: -2.63 1.09 -2.76
H: -4.14 0.57 -3.07
H: -2.01 0.81 -0.35
H: -2.16 -1.10 0.26
H: -0.81 -1.25 -1.78
H: 0.30 -0.05 0.37
H: 1.11 0.62 -1.04
H: 2.51 -0.98 -1.10
H: 1.24 -2.22 -1.54
H: 1.08 -2.92 0.97
H: 0.44 -3.32 2.22
O: 0.25 -3.41 1.32
H: 2.23 0.84 1.76
H: 1.49 2.35 1.86
O: 1.29 1.50 1.86
H: -1.09 0.54 1.06
H: -0.25 1.26 2.22
O: -1.07 0.68 2.02
H: 0.34 -0.61 -3.87
H: -0.20 -1.85 -3.35
O: 0.30 -1.51 -4.14
H: 1.03 0.58 3.68
H: -0.24 0.63 4.57
O: 0.70 0.41 4.55
H: -3.97 2.58 0.83
H: -2.86 2.40 1.60
O: -3.58 3.00 1.53
H: -2.46 -0.21 3.09
H: -3.12 -1.52 2.44
O: -2.80 -1.27 3.28
H: 3.43 1.74 1.51
H: 3.35 2.41 2.86
O: 3.65 2.67 1.92
H: -1.18 -3.42 -0.22
H: -1.72 -3.78 -1.71
O: -1.78 -3.33 -0.91
H: 4.21 0.42 -0.58
H: 4.60 -0.33 0.55
O: 4.83 -0.17 -0.37
H: 2.02 2.41 -1.68
H: 3.09 2.62 -0.50
O: 2.85 2.05 -1.33
H: 0.51 1.79 -4.36
H: -0.69 1.52 -3.59
O: -0.38 1.88 -4.43
H: 3.76 -0.25 2.58
H: 2.39 -1.27 1.07
O: 3.39 -0.02 1.76

Atom-resolved charges from Mulliken, all expressed in e: number 1, C, carries -0.786; number 2, C, carries -0.308; number 3, S, carries -0.640; number 4, C, carries -0.439; number 5, N, carries 0.753; number 6, C, carries 1.789; number 7, C, carries -0.231; number 8, O, carries -0.634; number 9, H, carries 0.264; number 10, H, carries 0.278; number 11, H, carries -0.439; number 12, H, carries 0.404; number 13, H, carries 1.175; number 14, H, carries -0.364; number 15, H, carries -0.291; number 16, H, carries -0.698; number 17, H, carries -0.875; number 18, H, carries 0.295; number 19, H, carries 0.108; number 20, H, carries 0.429; number 21, H, carries 0.255; number 22, O, carries -0.740; number 23, H, carries 0.274; number 24, H, carries 0.178; number 25, O, carries -0.643; number 26, H, carries -0.150; number 27, H, carries 0.225; number 28, O, carries -0.380; number 29, H, carries 0.329; number 30, H, carries 0.293; number 31, O, carries -0.673; number 32, H, carries 0.437; number 33, H, carries 0.295; number 34, O, carries -0.719; number 35, H, carries 0.194; number 36, H, carries 0.346; number 37, O, carries -0.639; number 38, H, carries 0.332; number 39, H, carries 0.286; number 40, O, carries -0.688; number 41, H, carries 0.362; number 42, H, carries 0.347; number 43, O, carries -0.751; number 44, H, carries 0.276; number 45, H, carries 0.236; number 46, O, carries -0.537; number 47, H, carries 0.234; number 48, H, carries 0.439; number 49, O, carries -0.748; number 50, H, carries 0.284; number 51, H, carries 0.329; number 52, O, carries -0.676; number 53, H, carries 0.313; number 54, H, carries 0.297; number 55, O, carries -0.645; number 56, H, carries 0.051; number 57, H, carries 0.409; number 58, O, carries -0.823

***

2.
The following is a DFT calculation (ωB97M-V/def2-TZVPD) of a cluster of 14 separate species, C5H37NO15 in total in a non-equilibrium geometry.

## Properties
E_tot   -1395.824143 a.u.

Cartesian coordinates (Å):
C: 0.92 0.53 -0.15
C: 1.96 -0.45 0.50
O: 1.18 -1.32 1.34
C: 0.75 1.88 0.18
N: -0.19 2.71 -0.43
C: -0.21 4.12 -0.04
C: -1.36 2.19 -1.05
O: 1.70 2.56 0.68
H: -0.05 -0.11 -0.21
H: 1.11 0.61 -1.24
H: 2.20 -1.39 -0.21
H: 2.63 0.12 1.24
H: 0.80 -0.97 2.10
H: 0.22 4.72 -1.03
H: -1.10 4.53 0.23
H: 0.65 4.26 0.79
H: -1.17 2.09 -2.25
H: -2.18 2.96 -1.03
H: -1.91 1.43 -0.57
H: -1.96 1.51 2.62
H: -3.06 0.36 2.64
O: -2.84 1.20 2.23
H: 1.63 2.66 -2.74
H: 3.13 3.05 -3.22
O: 2.29 2.76 -3.44
H: -0.94 -3.23 -2.18
H: -1.37 -4.52 -1.65
O: -1.65 -3.95 -2.32
H: -1.84 -2.50 4.46
H: -0.90 -2.72 3.15
O: -1.40 -3.21 3.98
H: -4.33 -2.19 1.84
H: -3.12 -2.80 2.36
O: -3.98 -2.50 2.64
H: 0.72 1.41 -3.69
H: 1.52 0.11 -3.53
O: 0.64 0.54 -3.13
H: 1.03 1.80 2.54
H: 2.04 2.70 3.34
O: 1.37 2.15 3.38
H: -0.28 -3.80 0.65
H: -1.80 -4.13 0.63
O: -1.09 -3.62 1.16
H: 1.01 -1.16 4.65
H: 0.44 0.13 4.61
O: 0.25 -0.68 4.12
H: -1.70 -1.77 -1.35
H: -1.52 -0.91 -2.71
O: -1.23 -0.99 -1.80
H: 0.90 -2.44 -1.56
H: -0.12 -2.04 -0.35
O: 0.25 -2.87 -0.93
H: 2.61 3.52 -0.16
H: 3.80 2.55 -0.80
O: 3.33 3.40 -0.95
H: 0.80 -2.10 -4.89
H: 1.01 -3.32 -3.86
O: 0.39 -2.89 -4.59

Atom-resolved charges from Mulliken, all expressed in e: number 1, C, carries 1.828; number 2, C, carries -0.452; number 3, O, carries -0.394; number 4, C, carries -0.600; number 5, N, carries 0.445; number 6, C, carries -1.113; number 7, C, carries -0.875; number 8, O, carries -0.985; number 9, H, carries 0.050; number 10, H, carries -0.366; number 11, H, carries 0.111; number 12, H, carries 0.372; number 13, H, carries 0.224; number 14, H, carries 0.300; number 15, H, carries 0.486; number 16, H, carries 0.295; number 17, H, carries 0.102; number 18, H, carries 0.382; number 19, H, carries 0.337; number 20, H, carries 0.309; number 21, H, carries 0.326; number 22, O, carries -0.631; number 23, H, carries 0.399; number 24, H, carries 0.286; number 25, O, carries -0.675; number 26, H, carries 0.325; number 27, H, carries 0.324; number 28, O, carries -0.640; number 29, H, carries 0.294; number 30, H, carries 0.266; number 31, O, carries -0.611; number 32, H, carries 0.298; number 33, H, carries 0.341; number 34, O, carries -0.621; number 35, H, carries 0.263; number 36, H, carries 0.303; number 37, O, carries -0.562; number 38, H, carries 0.340; number 39, H, carries 0.265; number 40, O, carries -0.667; number 41, H, carries 0.247; number 42, H, carries 0.267; number 43, O, carries -0.531; number 44, H, carries 0.329; number 45, H, carries 0.231; number 46, O, carries -0.583; number 47, H, carries 0.329; number 48, H, carries 0.198; number 49, O, carries -0.504; number 50, H, carries 0.226; number 51, H, carries 0.493; number 52, O, carries -0.757; number 53, H, carries 0.378; number 54, H, carries 0.301; number 55, O, carries -0.694; number 56, H, carries 0.285; number 57, H, carries 0.312; number 58, O, carries -0.608

***

3.
The following is a DFT calculation (ωB97M-V/def2-TZVPD) of a cluster of 14 separate species, C5H38NO14 in total in a non-equilibrium geometry.

## Properties
E_tot   -1321.017172 a.u.
Total charge   +1

Cartesian coordinates (Å):
C: 1.38 0.44 2.04
O: 1.74 0.84 0.70
C: 0.48 -0.86 1.93
C: 1.21 -1.87 1.02
C: 1.02 -1.31 -0.39
C: 0.11 -1.86 -1.20
N: -0.15 -1.58 -2.56
H: 2.34 0.35 2.58
H: 0.77 1.26 2.44
H: 2.21 1.69 0.72
H: -0.02 -1.00 2.85
H: -0.46 -0.44 1.32
H: 2.42 -1.95 1.15
H: 0.99 -3.01 1.05
H: 1.58 -0.40 -0.69
H: -0.49 -2.72 -0.97
H: 0.71 -1.02 -2.95
H: -0.88 -1.03 -2.77
H: -0.15 -2.43 -3.17
H: -0.84 4.67 2.22
H: -1.63 3.91 1.12
O: -0.77 4.13 1.36
H: 3.88 -1.74 -1.84
H: 3.35 -0.47 -2.56
O: 3.22 -1.44 -2.49
H: -2.18 -1.71 3.06
H: -1.99 -0.69 4.36
O: -1.76 -1.66 3.93
H: -0.45 1.09 0.21
H: -1.95 1.66 0.12
O: -1.38 0.86 -0.07
H: 2.53 -1.60 -4.16
H: 2.31 -0.27 -4.70
O: 2.08 -1.19 -4.87
H: -3.47 0.21 2.84
H: -3.40 0.00 1.45
O: -2.87 -0.22 2.28
H: -1.33 1.38 -2.77
H: -1.35 2.25 -4.00
O: -0.84 1.85 -3.29
H: 2.07 1.54 -2.66
H: 1.06 1.44 -3.83
O: 1.63 0.84 -3.17
H: -0.50 -4.13 3.06
H: -0.74 -3.44 1.76
O: -0.19 -4.11 2.14
H: 0.71 3.49 0.41
H: 1.91 4.54 0.82
O: 1.66 3.55 0.63
H: -2.08 0.55 -1.49
H: -3.54 0.16 -2.04
O: -2.69 0.29 -2.31
H: -2.65 3.65 -0.02
H: -4.06 3.23 -0.31
O: -3.21 2.96 0.15
H: 1.60 -3.02 3.12
H: 1.15 -2.81 4.48
O: 1.93 -2.87 3.97

Atom-resolved charges from Mulliken, all expressed in e: number 1, C, carries -1.096; number 2, O, carries -0.376; number 3, C, carries 1.291; number 4, C, carries -1.273; number 5, C, carries -0.215; number 6, C, carries -0.661; number 7, N, carries 0.123; number 8, H, carries 0.454; number 9, H, carries 0.266; number 10, H, carries 0.237; number 11, H, carries 0.481; number 12, H, carries -0.653; number 13, H, carries 0.249; number 14, H, carries 0.656; number 15, H, carries 0.554; number 16, H, carries 0.516; number 17, H, carries 0.024; number 18, H, carries 0.220; number 19, H, carries 0.484; number 20, H, carries 0.298; number 21, H, carries 0.226; number 22, O, carries -0.552; number 23, H, carries 0.323; number 24, H, carries 0.271; number 25, O, carries -0.701; number 26, H, carries 0.405; number 27, H, carries 0.305; number 28, O, carries -0.663; number 29, H, carries 0.143; number 30, H, carries 0.256; number 31, O, carries -0.405; number 32, H, carries 0.423; number 33, H, carries 0.329; number 34, O, carries -0.676; number 35, H, carries 0.268; number 36, H, carries 0.246; number 37, O, carries -0.595; number 38, H, carries 0.175; number 39, H, carries 0.263; number 40, O, carries -0.553; number 41, H, carries 0.254; number 42, H, carries 0.291; number 43, O, carries -0.538; number 44, H, carries 0.352; number 45, H, carries 0.294; number 46, O, carries -0.675; number 47, H, carries 0.367; number 48, H, carries 0.272; number 49, O, carries -0.651; number 50, H, carries 0.520; number 51, H, carries 0.266; number 52, O, carries -0.752; number 53, H, carries 0.250; number 54, H, carries 0.309; number 55, O, carries -0.624; number 56, H, carries 0.333; number 57, H, carries 0.312; number 58, O, carries -0.643

***

4.
The following is a DFT calculation (ωB97M-V/def2-TZVPD) of a cluster of 15 separate species, C5H39NO15 in total in a non-equilibrium geometry.

## Properties
E_tot   -1397.211235 a.u.

Cartesian coordinates (Å):
C: 1.01 0.14 2.93
C: -0.47 0.42 3.16
N: -1.08 1.17 2.06
C: -2.44 1.62 2.29
C: -0.92 0.55 0.77
C: -0.44 1.66 -0.18
O: 0.60 1.57 -0.78
H: 1.55 0.32 3.85
H: 1.20 -0.87 2.59
H: 1.42 0.84 2.20
H: -1.11 -0.46 3.37
H: -0.52 1.07 4.04
H: -3.28 0.91 2.24
H: -2.53 2.00 3.31
H: -2.54 2.45 1.59
H: -1.76 -0.07 0.39
H: -0.16 -0.23 0.66
H: -1.08 2.54 -0.25
H: -0.68 -2.93 1.86
H: 0.29 -3.92 1.76
O: 0.16 -3.14 2.33
H: 0.51 4.29 -0.48
H: -0.64 4.25 -1.48
O: -0.38 4.60 -0.62
H: 0.85 4.08 2.17
H: 0.93 2.55 1.94
O: 1.20 3.26 2.53
H: 1.45 3.23 -2.17
H: 0.48 2.97 -3.32
O: 0.91 3.68 -2.82
H: -0.87 -0.77 -1.87
H: -1.38 -1.88 -2.58
O: -1.69 -1.00 -2.35
H: 3.12 -2.15 2.07
H: 1.93 -2.93 1.80
O: 2.87 -2.95 1.60
H: 0.98 -2.77 -0.47
H: 2.06 -3.76 -0.69
O: 1.11 -3.76 -0.53
H: 1.82 -0.93 -0.19
H: 1.70 -1.21 -1.63
O: 1.11 -1.14 -0.82
H: -3.72 2.17 -0.19
H: -4.32 2.06 -1.49
O: -3.95 2.76 -0.93
H: 0.13 -3.47 -2.01
H: -0.25 -4.08 -3.43
O: 0.07 -3.30 -2.98
H: 1.35 -2.13 -3.42
H: 2.78 -1.61 -3.88
O: 2.20 -1.74 -3.15
H: -0.52 0.33 -4.37
H: -1.08 0.97 -3.13
O: -0.32 0.99 -3.72
H: 3.74 1.19 0.24
H: 2.37 0.92 -0.41
O: 2.97 0.62 0.29
H: -2.79 -3.21 1.33
H: -1.83 -3.06 0.07
O: -2.14 -2.67 0.88

Atom-resolved charges from Mulliken, all expressed in e: number 1, C, carries -0.009; number 2, C, carries -0.593; number 3, N, carries 0.448; number 4, C, carries -1.206; number 5, C, carries 0.424; number 6, C, carries -0.399; number 7, O, carries -0.150; number 8, H, carries 0.384; number 9, H, carries -0.354; number 10, H, carries 0.062; number 11, H, carries 0.387; number 12, H, carries 0.360; number 13, H, carries 0.299; number 14, H, carries 0.374; number 15, H, carries 0.327; number 16, H, carries 0.321; number 17, H, carries -0.785; number 18, H, carries 0.500; number 19, H, carries 0.370; number 20, H, carries 0.326; number 21, O, carries -0.704; number 22, H, carries 0.313; number 23, H, carries 0.346; number 24, O, carries -0.672; number 25, H, carries 0.280; number 26, H, carries 0.127; number 27, O, carries -0.659; number 28, H, carries 0.289; number 29, H, carries 0.383; number 30, O, carries -0.669; number 31, H, carries 0.093; number 32, H, carries 0.416; number 33, O, carries -0.712; number 34, H, carries 0.361; number 35, H, carries 0.311; number 36, O, carries -0.650; number 37, H, carries 0.437; number 38, H, carries 0.328; number 39, O, carries -0.817; number 40, H, carries 0.232; number 41, H, carries 0.331; number 42, O, carries -0.104; number 43, H, carries 0.275; number 44, H, carries 0.323; number 45, O, carries -0.614; number 46, H, carries 0.319; number 47, H, carries 0.236; number 48, O, carries -0.689; number 49, H, carries 0.316; number 50, H, carries 0.245; number 51, O, carries -0.594; number 52, H, carries 0.294; number 53, H, carries 0.254; number 54, O, carries -0.586; number 55, H, carries 0.276; number 56, H, carries 0.265; number 57, O, carries -0.633; number 58, H, carries 0.252; number 59, H, carries 0.304; number 60, O, carries -0.587

***

Here are the calculated LUMO energy numbers, same order: 4.44, -0.35, -2.90, -0.22 (eV).
Here are the calculated relative energy (zero: lowest compared OMol25 entry of this formula, charge and spin) numbers, same order: 0.0, 965.1, 807.9, 444.5 (kJ/mol).
Here are the calculated gap between HOMO and LUMO numbers, same order: 0.1986, 0.3447, 0.3580, 0.3106 (Eh).